The following is a quantum chemistry calculation of a molecular structure, C7H3FeNO5 in a non-equilibrium geometry, from the OMol25 dataset.

```
17
Properties=species:S:1:pos:R:3:forces:R:3
Fe -0.219885 2.061224 -0.988007 2.970 0.209 -2.595
O -2.223232 -0.901254 -2.502148 -0.016 -0.020 -0.046
C -1.500042 -0.100315 -1.929782 -0.349 -0.413 -0.361
O -1.476199 1.173329 -2.067187 -0.927 -0.171 -0.289
C -0.567178 -0.596367 -0.845652 0.563 -0.048 -0.063
C -0.651672 -1.791144 -0.156919 0.206 -0.071 0.136
C 0.072748 -1.910048 1.029243 -0.011 0.168 -0.088
C 0.781845 -0.820336 1.534434 -0.015 -0.219 -0.121
C 0.809998 0.337345 0.779883 0.248 -0.334 -0.429
N 0.253797 0.366499 -0.430159 -1.719 -0.168 1.676
C 1.200134 1.719990 1.257463 0.389 0.112 0.516
O 1.842251 1.827216 2.291122 0.050 0.017 0.034
O 0.718987 2.660767 0.532659 0.000 0.379 0.773
H -1.317727 -2.565174 -0.508826 -0.009 0.002 -0.038
H 0.013896 -2.825142 1.604896 0.008 -0.019 0.002
H 1.242525 -0.832626 2.511307 0.027 0.029 0.005
O 1.019755 2.196038 -2.112327 -1.414 0.548 0.886
```
Positions in Å, forces in eV/Å.

Computed properties:
<S²>: 0.767
Spin multiplicity: 2
HOMO level (alpha / beta) (eV): -4.29 / -3.89
Total charge: -1
E (eV): -53423.23716
Relative energy (zero: lowest compared OMol25 entry of this formula, charge and spin) (eV): 0.326
Gap between HOMO and LUMO (alpha / beta) (eV): 7.1 / 6.7

Atomic partial charges in e from the Mulliken method, atoms 1 to 4: Fe 0.19; O -0.68; C 0.70; O -0.53

The following is a quantum chemistry calculation of a single C7H3N3 molecule in a non-equilibrium geometry, from the OMol25 dataset.

```
13
Properties=species:S:1:pos:R:3:forces:R:3
N -3.299952 -1.876996 0.041204 4.830 2.674 -0.596
C -2.241374 -1.319652 -0.051619 -7.205 -5.099 0.400
C -1.045557 -0.647691 -0.011230 1.165 2.474 0.826
C -1.208932 0.716499 0.255524 -0.019 2.228 -0.913
C -0.092874 1.517181 0.162102 1.056 1.325 -2.486
C 1.200899 0.946814 -0.138673 -2.713 0.742 1.123
C 1.249457 -0.408519 -0.106820 -1.234 -1.677 0.226
C 2.479899 -1.158466 0.037122 -0.594 -0.802 -0.441
N 3.240985 -2.003116 0.205571 0.367 0.458 0.003
N 0.112223 -1.213497 -0.125481 2.443 -0.036 0.041
H -2.181356 1.267523 0.204390 0.733 -1.124 0.510
H -0.246407 2.621714 -0.115746 0.328 -1.632 1.250
H 2.032994 1.558200 -0.356341 0.843 0.471 0.057
```
Positions in Å, forces in eV/Å.

Computed properties:
HOMO level (eV): -10.57
Total charge: 0
E (eV): -11775.69104
SMILES: N#Cc1cccc(C#N)n1
Relative energy (zero: lowest compared OMol25 entry of this formula, charge and spin) (eV): 0.000
Gap between HOMO and LUMO (eV): 9.8

Atomic partial charges in e from the Mulliken method, atoms 1 to 4: N -0.45; C 0.16; C 0.69; C -0.31

The following is a quantum chemistry calculation of 14 unconnected molecules or ions with the total composition C7H40NO13 in a non-equilibrium geometry, from the OMol25 dataset.

```
61
Properties=species:S:1:pos:R:3:forces:R:3
C -0.493623 -1.412917 1.141716 -0.248 -0.937 0.132
C -0.020314 0.003108 1.156103 -0.244 1.416 1.292
C 0.050211 0.620008 -0.275271 0.949 0.585 0.368
C 1.708581 2.533596 -0.471618 -1.652 0.696 -1.390
C 0.447577 2.116348 -0.339920 -1.848 0.988 0.505
C -0.664821 3.190870 -0.230951 2.299 -1.960 0.091
C -1.432985 3.279096 0.844205 -1.332 -0.094 -0.754
N 0.639468 -2.352890 0.690484 0.333 2.384 -2.870
H -1.293230 -1.419384 0.369396 0.596 -0.904 0.674
H -0.894782 -1.800104 2.120089 0.645 0.481 -1.284
H -0.653020 0.592330 1.876016 -0.110 -0.552 -1.154
H 0.901138 0.085819 1.782368 0.086 -0.044 -1.232
H -0.578738 0.193846 -1.117237 -1.092 1.149 1.579
H 0.847527 0.230386 -0.828669 2.214 -1.084 0.098
H 1.954976 3.543024 -0.866966 -0.088 -0.646 1.081
H 2.419472 1.772058 -0.526245 1.178 -0.360 0.156
H -0.570225 3.856956 -1.081253 -0.808 0.487 0.218
H -1.487795 2.573306 1.672138 0.548 0.079 -0.270
H -2.301900 3.911972 0.802467 0.061 0.713 0.317
H 1.606785 -1.894547 0.689015 -1.874 -0.348 0.165
H 0.500899 -2.574651 -0.331925 0.109 -0.488 1.417
H 0.793758 -3.088684 1.350212 -0.437 -0.861 -0.020
H -3.258836 -0.659048 2.639123 -0.560 0.822 -0.354
H -3.004118 -0.095142 1.139739 -0.843 0.762 0.591
O -2.936479 -0.821258 1.753935 0.386 -1.385 0.152
H -3.704128 1.081127 -2.652954 0.091 0.038 0.278
H -2.701120 2.182324 -2.325692 0.305 0.227 0.082
O -2.810693 1.227296 -2.293579 -0.883 0.124 -0.141
H -4.832818 2.030250 0.336571 0.236 -0.131 -0.649
H -3.262743 1.676544 0.057496 -0.490 0.440 -0.755
O -3.974337 1.793226 0.689141 0.255 -0.294 1.278
H -1.386275 0.390146 -4.571145 0.319 -0.533 -0.242
H -1.997952 0.105304 -3.279305 0.590 -0.352 -0.007
O -1.348704 -0.310909 -3.897225 -1.034 1.413 -0.371
H 2.662942 -3.535067 -1.643211 -0.552 1.131 0.035
H 3.049067 -4.016613 -0.394442 -0.265 1.091 0.773
O 2.609172 -3.193650 -0.723683 1.231 -2.468 -1.126
H 4.695331 0.668710 1.255053 -0.954 -0.144 -0.456
H 3.445226 0.384635 0.273350 0.936 -0.349 0.530
O 3.723794 0.734165 1.143149 0.358 0.290 0.370
H 2.199022 0.790980 -3.285511 -0.004 0.078 -0.381
H 0.682380 0.606800 -3.603231 0.582 0.145 0.340
O 1.347180 0.594467 -2.889782 -0.383 0.475 -0.795
H -1.717032 -0.601714 4.283527 -0.097 -0.020 0.037
H -1.217252 0.756872 4.790256 0.011 -0.154 0.050
O -0.962735 -0.169067 4.689086 0.270 0.147 -0.142
H 2.218671 -0.232571 3.906359 0.054 0.529 0.790
H 3.047273 0.309795 2.807966 0.628 0.005 -0.398
O 3.133254 -0.202839 3.625692 -0.176 0.409 0.290
H 1.511935 -1.564062 3.457476 0.458 -0.415 0.757
H 2.392229 -2.836916 2.986576 0.398 0.500 0.976
O 1.702067 -2.206348 2.787337 -0.761 -1.168 -0.877
H 3.167124 0.714227 -1.490128 -0.833 -0.114 -0.688
H 2.743094 -0.872270 -1.560866 -0.464 0.741 -0.302
O 3.408623 -0.200254 -1.377246 1.505 -0.916 0.559
H -3.943295 -1.757989 -2.428812 -0.012 -0.141 0.058
H -3.281282 -0.645222 -1.634089 0.502 0.229 0.176
O -4.013212 -1.251722 -1.612193 -0.462 -0.264 -0.162
H 0.943006 -1.968874 -3.587449 -0.497 0.213 0.424
H -0.175299 -1.007994 -2.984610 1.311 -2.247 -0.061
O 0.367935 -1.856884 -2.810853 -0.439 0.584 0.241
```
Positions in Å, forces in eV/Å.

Computed properties:
HOMO level (eV): -11.81
Total charge: +1
E (eV): -36005.98048
Relative energy (zero: lowest compared OMol25 entry of this formula, charge and spin) (eV): 5.315
Gap between HOMO and LUMO (eV): 9.1

Atomic partial charges in e from the Mulliken method, atoms 1 to 4: C -1.14; C 1.14; C 2.17; C -0.98

The following is a quantum chemistry calculation of a single C7H4BrF molecule in a non-equilibrium geometry, from the OMol25 dataset.

```
13
Properties=species:S:1:pos:R:3:forces:R:3
C -0.324712 2.448879 -2.931726 -1.652 0.051 -0.938
C -1.388819 1.701998 -2.542352 0.190 0.447 -0.597
C 0.738608 1.615878 -0.698491 0.685 1.397 0.545
C 0.702357 2.392704 -2.213770 1.946 -0.587 2.312
C -2.148627 0.920014 -2.020836 -1.188 -1.189 0.356
C 0.083966 0.606034 -0.365837 -0.721 0.031 -0.684
C -0.574450 -0.629717 0.041851 2.685 0.487 -3.214
F 1.943169 2.831756 -2.309682 0.495 0.488 -0.350
Br -3.460103 -0.302237 -1.648320 0.214 0.689 -0.392
H 1.355418 2.224066 0.028186 -0.519 -0.776 -1.130
H -0.314300 -0.692242 1.037886 -0.423 -0.778 2.510
H -0.018761 -1.405650 -0.538474 -0.371 0.135 0.660
H -1.538642 -0.602854 -0.378729 -1.339 -0.395 0.922
```
Positions in Å, forces in eV/Å.

Computed properties:
HOMO level (alpha / beta) (eV): -8.20 / -8.20
Total charge: 0
E (eV): -80075.12171
Relative energy (zero: lowest compared OMol25 entry of this formula, charge and spin) (eV): 2.898
Gap between HOMO and LUMO (alpha / beta) (eV): 7.1 / 7.1

Atomic partial charges in e from the Mulliken method, atoms 1 to 4: C -1.21; C 1.25; C -0.21; C 0.56

The following is a quantum chemistry calculation of a molecular structure, C7H4CoNS2Se4, from the OMol25 dataset.

```
19
Properties=species:S:1:pos:R:3:forces:R:3
Co 0.186406 -0.245568 -0.086145 -0.091 0.169 0.113
S 0.527972 1.243561 1.745551 0.008 0.000 -0.024
C -0.940438 1.750471 1.003494 0.128 -0.050 0.107
N -1.370930 1.086265 -0.048586 0.082 -0.026 0.062
C -2.558878 1.584501 -0.544174 -0.143 0.094 -0.068
C -3.262839 1.093989 -1.640961 0.018 0.050 0.060
C -4.439526 1.722069 -1.999022 -0.015 0.009 -0.002
C -4.916112 2.823327 -1.283756 -0.039 0.006 -0.028
C -4.224016 3.317498 -0.193430 0.004 -0.012 0.011
C -3.041604 2.688197 0.171916 -0.044 -0.066 -0.064
S -1.960348 3.061346 1.490021 0.014 -0.051 -0.086
H -2.885501 0.241301 -2.188987 0.016 -0.013 -0.002
H -5.002268 1.355936 -2.847064 -0.004 -0.002 -0.007
H -5.840776 3.296767 -1.585323 0.002 0.000 -0.002
H -4.596977 4.168799 0.359141 0.000 0.015 0.014
Se -0.337743 -2.560492 0.313452 0.011 -0.099 -0.022
Se 0.878979 -3.743970 -1.198966 -0.082 -0.093 0.119
Se 1.843206 -2.315026 -2.712205 0.075 0.097 -0.121
Se 1.680429 -0.173360 -1.970573 0.058 -0.030 -0.058
```
Positions in Å, forces in eV/Å.

Computed properties:
<S²>: 6.018
Spin multiplicity: 5
HOMO level (alpha / beta) (eV): -8.06 / -8.26
Total charge: 0
E (eV): -329498.70860
Gap between HOMO and LUMO (alpha / beta) (eV): 7.4 / 5.7

Atomic partial charges in e from the Mulliken method, atoms 1 to 4: Co 0.14; S -0.35; C 0.69; N -0.29

The following is a quantum chemistry calculation of a molecular structure, C7H4F3O10S3W, from the OMol25 dataset.

```
28
Properties=species:S:1:pos:R:3:forces:R:3
W 0.273898 -1.704604 0.939473 -0.062 -0.048 -0.123
O 0.243635 -5.462910 0.074111 -0.016 0.000 0.000
S 0.197030 -4.130112 0.478776 0.099 -0.009 0.091
O 0.092741 -3.752307 1.942128 -0.021 0.067 -0.034
O -0.901684 -3.194868 -0.014197 -0.136 -0.058 -0.063
O 1.387746 -3.192450 0.120194 -0.102 0.117 0.099
O -1.547228 -0.756586 0.292430 -0.040 0.001 0.031
S -1.068080 -0.336633 -1.087219 0.038 0.022 -0.019
O -1.996132 -0.520846 -2.127421 -0.007 -0.020 -0.011
O 0.201468 -1.156105 -1.081367 0.004 -0.025 -0.133
C -0.453454 1.317707 -1.111872 0.039 -0.047 0.027
C -1.052643 2.174654 -2.010691 -0.045 -0.014 -0.023
C -0.522912 3.448466 -2.216898 0.045 0.025 0.021
C 0.611875 3.844913 -1.541655 -0.050 0.002 -0.041
C 1.220277 2.987076 -0.625251 0.040 -0.004 0.049
C 0.698972 1.729039 -0.408051 -0.045 0.005 -0.025
S 1.426110 0.803579 0.907708 0.047 0.042 0.034
O 2.324251 1.614780 1.623785 -0.005 0.006 0.010
O 1.965401 -0.531018 0.443927 0.039 0.077 -0.038
O 0.197383 0.278578 1.637329 0.037 -0.004 0.038
H -1.917939 1.842926 -2.567829 0.004 -0.006 0.004
H -1.004325 4.113448 -2.920097 0.006 0.006 -0.001
H 1.033951 4.826313 -1.706847 -0.004 0.002 -0.004
H 2.087146 3.308348 -0.064399 -0.001 -0.008 -0.003
F -2.417748 -2.394417 2.344965 -0.026 0.011 -0.023
C -1.283542 -1.890442 2.514996 0.040 -0.030 -0.018
F 1.302002 -1.749927 2.466833 0.109 -0.074 0.127
F -1.098197 -1.516601 3.697139 0.013 -0.036 0.027
```
Positions in Å, forces in eV/Å.

Computed properties:
HOMO level (eV): -14.47
Total charge: +1
E (eV): -70273.73056
Relative energy (zero: lowest compared OMol25 entry of this formula, charge and spin) (eV): 0.000
Gap between HOMO and LUMO (eV): 8.4

Atomic partial charges in e from the Mulliken method, atoms 1 to 4: W 1.62; O -0.49; S 1.13; O -0.46

The following is a quantum chemistry calculation of a molecular structure, C7H4F6GaN2O5S3, from the OMol25 dataset.

```
28
Properties=species:S:1:pos:R:3:forces:R:3
Ga -1.025685 -0.176719 0.793962 0.205 0.074 -0.274
O -0.526923 -0.508622 -1.027063 0.209 -0.094 -0.202
N -1.446052 -0.488488 -1.989390 0.146 -0.014 -0.029
C -0.981981 -0.659490 -3.250182 -0.053 0.005 0.105
C -1.841126 -0.662819 -4.307751 -0.052 0.009 -0.044
C -3.208072 -0.484340 -4.063871 0.058 -0.022 -0.090
C -3.649980 -0.310412 -2.780487 -0.043 0.020 0.158
C -2.752297 -0.308714 -1.698226 -0.035 -0.019 -0.268
S -3.225137 -0.097517 -0.068018 -0.342 0.115 0.144
H 0.087079 -0.786028 -3.312577 0.007 0.000 0.018
H -1.449968 -0.799933 -5.304573 -0.020 0.000 0.004
H -3.913771 -0.483361 -4.883594 0.013 0.002 0.009
H -4.697314 -0.168731 -2.557296 0.005 0.001 -0.006
F 1.928822 4.020105 1.257640 0.099 -0.013 -0.001
C 2.495667 2.879108 1.639144 0.073 0.044 -0.086
F 3.225065 3.085062 2.727668 -0.018 0.030 -0.090
F 3.269403 2.420310 0.663466 -0.044 0.061 0.070
S 1.148094 1.696852 2.024300 -0.212 -0.443 -0.158
O 0.485156 1.454686 0.715992 -0.007 0.115 0.634
O 0.337026 2.289016 3.039644 0.173 0.024 -0.176
N 2.016746 0.450960 2.466493 -0.270 0.109 -0.029
S 1.269213 -0.934047 2.494201 -0.525 -0.019 -0.166
O 0.201946 -1.033754 3.452397 0.327 -0.056 -0.037
O 0.921177 -1.404482 1.138776 0.079 0.118 0.614
C 2.603311 -2.040513 3.096851 0.222 0.039 -0.150
F 3.082896 -1.579485 4.243844 -0.028 -0.109 -0.085
F 2.060484 -3.238772 3.283355 0.123 0.041 0.001
F 3.586221 -2.129872 2.205297 -0.088 -0.016 0.135
```
Positions in Å, forces in eV/Å.

Computed properties:
<S²>: 0.753
Spin multiplicity: 2
HOMO level (alpha / beta) (eV): -7.69 / -9.44
Total charge: 0
E (eV): -121726.09822
Gap between HOMO and LUMO (alpha / beta) (eV): 7.3 / 8.2

Atomic partial charges in e from the Mulliken method, atoms 1 to 4: Ga 0.64; O -0.32; N 0.28; C -0.18

The following is a quantum chemistry calculation of 2 unconnected molecules or ions with the total composition C7H4FN3O in a non-equilibrium geometry, from the OMol25 dataset.

```
16
Properties=species:S:1:pos:R:3:forces:R:3
C -0.915753 2.266464 -0.413301 -0.077 -4.020 1.196
C -0.967277 1.592787 0.822751 1.716 -0.418 -1.917
C -0.635217 1.535621 -1.565756 0.493 1.658 -2.644
C -0.423591 0.312168 0.963710 -0.283 -1.598 1.789
C -0.061620 0.280650 -1.441684 -0.841 0.599 0.426
C 0.019018 -0.325082 -0.197158 -0.260 0.640 1.396
C 1.659907 -2.948533 1.554292 -0.568 0.069 -2.643
N 0.454568 -0.618649 -2.353287 0.508 -0.396 0.083
N 0.857429 -1.650323 -1.659062 0.130 -0.789 -1.139
N 0.501372 -1.596410 -0.383408 -0.221 0.518 0.042
O 2.616006 -2.493778 1.996065 1.078 0.414 1.492
F 0.616112 -3.557695 2.023948 -0.444 -0.300 0.958
H -1.263298 3.213386 -0.303154 -0.904 2.812 -0.828
H -1.298324 2.221078 1.574206 -0.543 0.494 2.017
H -0.798049 2.044022 -2.592721 0.424 -1.110 1.746
H -0.361285 -0.275706 1.974557 -0.207 1.426 -1.974
```
Positions in Å, forces in eV/Å.

Computed properties:
HOMO level (alpha / beta) (eV): -9.70 / -8.69
Total charge: 0
E (eV): -16553.36430
Relative energy (zero: lowest compared OMol25 entry of this formula, charge and spin) (eV): 4.576
Gap between HOMO and LUMO (alpha / beta) (eV): 9.2 / 5.3

Atomic partial charges in e from the Mulliken method, atoms 1 to 4: C -0.52; C -0.44; C -0.46; C -0.38

Which of these has the highest E?
C7H3N3

Which of these has the lowest total charge?
C7H3FeNO5